{"formula": "C27H35MoN2O3PS", "method": "ωB97M-V/def2-TZVPD", "symbols": ["Mo", "C", "N", "N", "C", "O", "C", "C", "C", "C", "C", "C", "C", "C", "C", "H", "H", "H", "H", "H", "H", "H", "H", "H", "H", "H", "H", "C", "C", "C", "O", "H", "H", "H", "H", "H", "H", "H", "C", "C", "O", "S", "C", "C", "C", "C", "C", "C", "C", "C", "H", "H", "H", "H", "H", "H", "H", "C", "P", "C", "C", "H", "H", "H", "H", "H", "H", "H", "H", "H"], "xyz": [[0.36628, -0.37986, 0.48113], [-2.64562, -5.03638, -3.12208], [-1.51347, -4.54507, -2.34523], [-1.51048, -3.31009, -1.75443], [-0.26957, -3.08836, -1.25495], [-0.01381, -2.01933, -0.57519], [0.52901, -4.18519, -1.57186], [-0.28551, -5.07414, -2.25456], [0.04324, -6.39098, -2.85803], [-2.70502, -2.56507, -1.49325], [-3.69483, -3.12623, -0.69724], [-4.84881, -2.39921, -0.45429], [-4.99546, -1.12597, -0.98870], [-3.99291, -0.57210, -1.77211], [-2.83878, -1.29589, -2.03569], [-3.31266, -4.20681, -3.33642], [-3.18589, -5.80228, -2.56878], [-2.27546, -5.44618, -4.05845], [1.56134, -4.33072, -1.30824], [1.04501, -6.69270, -2.56529], [0.00800, -6.33695, -3.94763], [-0.65922, -7.15858, -2.53363], [-3.56059, -4.11255, -0.27084], [-5.63182, -2.82498, 0.15789], [-5.89993, -0.56436, -0.79837], [-4.11810, 0.41734, -2.19141], [-2.05632, -0.89102, -2.66557], [2.38467, -0.91503, 3.97712], [2.00095, 0.29972, 3.16338], [1.34041, 1.40004, 3.96426], [1.05131, -0.12032, 2.14881], [3.15734, -0.63715, 4.69396], [2.78360, -1.70681, 3.34342], [1.52637, -1.29348, 4.53199], [2.86256, 0.68601, 2.61031], [0.45920, 1.02011, 4.48057], [1.05196, 2.23490, 3.32620], [2.04148, 1.77013, 4.71255], [-8.04370, 5.24857, -3.91937], [-6.81952, 4.57393, -3.37435], [-6.43689, 3.48373, -3.68884], [-5.98096, 5.59483, -2.14016], [-4.70562, 4.49820, -1.60851], [-4.53484, 4.28578, -0.24210], [-3.54932, 3.43154, 0.21189], [-2.72052, 2.77985, -0.70994], [-2.87918, 3.01624, -2.08466], [-3.86223, 3.87258, -2.52854], [-1.74647, 1.85778, -0.27232], [-0.89744, 1.03706, 0.07465], [-8.10584, 5.04863, -4.98747], [-8.04557, 6.32029, -3.73215], [-8.91525, 4.80548, -3.43479], [-5.19045, 4.77797, 0.46338], [-3.42562, 3.25110, 1.27086], [-2.22561, 2.52586, -2.79459], [-3.98130, 4.06092, -3.58445], [1.69651, 0.38744, -2.85542], [1.93296, 0.58624, -1.07437], [2.12507, 2.35695, -0.76212], [3.55884, -0.12128, -0.68054], [2.54827, 0.84176, -3.36431], [0.78344, 0.88777, -3.17578], [1.64178, -0.66721, -3.12321], [3.04297, 2.72128, -1.22566], [2.16616, 2.53346, 0.31274], [1.27319, 2.90265, -1.16646], [4.30288, 0.20624, -1.40827], [3.52952, -1.21103, -0.68021], [3.86147, 0.22351, 0.30887]], "forces_ev_per_angstrom": [[-0.265, -0.831, 0.334], [-0.039, -0.010, 0.004], [0.082, 0.035, -0.082], [0.090, -0.002, 0.076], [-0.079, -0.303, -0.068], [0.326, 0.757, 0.476], [0.027, 0.064, 0.098], [-0.048, 0.036, -0.042], [-0.003, -0.026, -0.003], [-0.087, 0.071, 0.011], [0.055, 0.031, 0.021], [-0.016, -0.014, 0.025], [-0.004, 0.025, -0.006], [0.016, -0.013, -0.016], [-0.020, -0.041, -0.023], [0.002, -0.006, -0.007], [-0.008, 0.009, -0.003], [-0.007, -0.011, 0.006], [0.004, 0.013, -0.008], [0.001, 0.003, 0.000], [-0.001, -0.005, 0.001], [-0.001, -0.004, -0.005], [0.002, -0.008, -0.008], [0.000, -0.005, -0.002], [-0.002, 0.004, 0.001], [-0.010, -0.003, -0.009], [-0.002, -0.009, 0.003], [0.079, 0.068, 0.048], [0.059, 0.015, -0.134], [0.111, 0.012, 0.043], [-0.476, -0.241, -0.732], [-0.008, -0.006, 0.012], [-0.009, -0.004, -0.004], [-0.015, -0.008, -0.030], [0.057, 0.022, 0.107], [-0.011, -0.008, -0.021], [-0.020, -0.009, -0.006], [-0.003, 0.001, 0.004], [-0.010, -0.004, -0.010], [0.028, -0.054, -0.046], [-0.029, 0.005, 0.023], [0.034, 0.032, 0.056], [-0.031, 0.011, -0.035], [-0.003, -0.008, 0.012], [0.013, -0.029, -0.026], [-0.116, 0.021, -0.009], [0.013, 0.021, 0.045], [0.007, 0.021, -0.004], [0.181, -0.050, 0.017], [-0.140, 0.276, -0.131], [-0.015, 0.002, 0.006], [0.008, 0.004, 0.003], [-0.006, 0.004, -0.007], [-0.010, 0.004, -0.003], [0.003, -0.002, 0.002], [0.010, -0.006, 0.004], [-0.001, -0.003, -0.005], [-0.047, -0.029, 0.051], [0.421, 0.235, 0.159], [-0.035, 0.025, -0.102], [-0.007, -0.039, -0.105], [-0.017, -0.006, -0.025], [-0.019, -0.001, 0.039], [0.004, -0.010, 0.027], [-0.003, -0.002, -0.005], [0.032, 0.001, -0.006], [-0.022, -0.025, 0.018], [-0.004, 0.032, 0.010], [-0.017, 0.004, -0.019], [0.000, -0.027, 0.002]], "homo_lumo_gap_ev": [6.31, 6.11], "multiplicity": 3, "total_energy_ev": -59654.6451, "homo_energy_ev": [-12.975, -13.127], "total_charge": 2, "e_lumo_ev": [-6.7, -7.0]}